Record 1
Computed, not measured: C5H20F4O8Zr as an isolated structure at a distorted geometry, with ωB97M-V/def2-TZVPD.

Calculated values
- molar mass (Da) = 375.42
- calculated total energy (Eh) = -1250.31584
- 2S+1 = 1
- charge = +2

XYZ file:
```
38
Properties=species:S:1:pos:R:3:forces:R:3:mulliken_charge:R:1
Zr 0.563287 -1.748996 0.639046 -1.5018 9.3280 -2.4594 1.826
C -2.306469 -0.154745 -0.009127 -2.1419 -0.6020 0.5887 -0.006
O -2.689539 -1.126287 -0.899312 0.6631 -0.4759 -0.1007 -0.333
O -1.050071 -0.461819 0.483792 4.2069 -3.4657 0.5175 -0.331
C -2.477099 1.266186 -0.562835 0.9022 1.0510 -0.2076 0.673
F -1.979521 2.187251 0.270726 0.1661 -0.3552 0.2981 -0.246
F -1.865712 1.428669 -1.734980 -0.0599 -0.1991 -0.1744 -0.225
F -3.768256 1.525304 -0.703939 -0.1974 -0.2781 -0.0767 -0.228
C -4.100432 -1.339775 -1.148916 -0.5124 0.4798 -0.5736 -0.280
C -4.257425 -2.608791 -1.949568 -0.0393 -0.9647 -0.2096 -1.185
H -4.972419 -2.517503 -2.765761 -0.1765 0.2230 0.1987 0.328
H -3.350458 -2.965636 -2.442704 0.2325 0.4476 0.1403 0.294
H -4.579732 -3.447053 -1.329647 -0.0817 0.1029 0.0466 0.332
H -4.481530 -0.481408 -1.702274 0.1275 -0.0608 -0.0994 0.310
H -4.696342 -1.374793 -0.232325 0.4213 -0.0572 0.2648 0.374
H -2.971622 -0.185263 0.871942 0.0064 0.1622 0.0212 0.378
F 1.698516 -0.093099 0.307629 -1.5919 -3.1505 0.7116 -0.017
C 3.649766 1.161173 3.272198 0.7019 -0.0478 1.2463 -0.589
O 3.638370 1.518252 1.912484 -0.3609 -0.1940 -0.0381 -0.434
H 2.658102 1.061458 3.733598 -0.0897 0.2380 -0.1493 0.149
H 4.223989 0.264728 3.552990 -0.1779 -0.2665 -0.7267 0.282
H 4.202959 1.916222 3.832316 -0.3558 0.3422 -0.1860 0.299
H 2.964173 0.994599 1.469656 0.2176 -0.0502 0.0585 0.212
O 1.326589 3.475448 -0.206081 -0.0384 -0.1553 0.0254 -0.614
H 1.727664 4.202655 0.285513 -0.0356 0.0025 -0.0846 0.320
H 1.608500 2.683891 0.259719 0.1212 0.1168 0.1022 0.298
O 4.175817 1.221603 -1.108722 -0.1906 -0.1966 -0.1772 -0.599
H 3.447019 1.018233 -0.517480 0.1676 0.1986 -0.0332 0.200
H 4.313398 2.172117 -1.018063 0.0382 -0.0579 -0.0059 0.356
O 0.239090 -0.526087 -2.104391 0.5100 -0.5438 0.0079 -0.465
H 0.537372 0.378879 -2.290787 -0.0845 -0.0514 0.1926 0.299
H 0.027061 -0.903241 -2.970080 -0.2313 0.1337 0.0854 0.277
O 0.548222 -0.558736 2.653261 0.3171 -1.2045 0.1869 -0.423
H 0.289181 0.380585 2.713011 -0.0970 -0.1748 -0.4164 0.302
H 0.938115 -0.784308 3.517773 -0.0144 0.0617 -0.1370 0.327
O 2.049157 -2.405384 -1.050122 -0.5119 -0.9023 0.7905 -0.510
H 2.569671 -3.227661 -1.119407 -0.0117 0.1623 0.0181 0.334
H 2.150602 -1.946684 -1.909135 -0.2972 0.4041 0.3545 0.319
```
Positions in Å, forces in eV/Å.

---

Record 2
Computed, not measured: an isolated ion of composition C11H14NS and charge +1 at a distorted geometry, with ωB97M-V/def2-TZVPD.

Calculated values
- molar mass (Da) = 192.31
- calculated total energy (Eh) = -880.06699
- 2S+1 = 1
- charge = +1

XYZ file:
```
27
Properties=species:S:1:pos:R:3:forces:R:3:mulliken_charge:R:1
C -3.306285 0.129698 -0.503591 -1.3930 -0.3670 -1.8046 -0.521
C -3.032250 0.578643 -1.810384 1.0438 0.7529 2.6604 -0.531
C -2.316648 0.064679 0.401420 1.6224 -0.3394 3.3178 -0.413
C -1.782212 1.118063 -2.105300 -0.2916 -1.8798 0.2641 -0.660
C -1.021605 0.526161 0.128812 0.6622 -0.8753 0.1962 0.580
C -0.766425 0.986484 -1.193575 0.0426 0.2607 2.4647 0.550
C 1.977036 -1.206881 -1.352160 -0.3673 -1.6548 0.7711 -0.613
C 3.038017 -0.334329 -0.733506 3.5155 -0.3295 -0.4034 -0.531
C 0.066520 0.421991 1.217043 0.9086 1.3695 -4.0785 -0.393
C 1.642284 0.034228 -0.580375 -1.6161 1.4369 0.3660 0.174
C 0.872537 -0.330614 3.341620 -0.9771 0.6458 3.2610 -0.785
N 0.247545 -0.537255 2.075352 0.6810 4.2991 0.8400 0.037
S 0.920449 1.449587 -1.558133 0.3794 -1.7729 -0.0012 -0.003
H -4.274544 -0.279976 -0.197671 0.2114 0.3480 -0.4939 0.375
H -3.794761 0.656032 -2.492462 -1.5999 -0.1368 -1.6881 0.488
H -2.531627 -0.341151 1.455844 0.3508 0.6801 -1.7353 0.284
H -1.520161 1.226823 -3.118475 0.0878 0.9224 -1.1850 0.392
H 1.941412 -1.429412 -2.449675 -0.0409 0.7653 1.0398 0.289
H 1.726484 -2.109492 -0.750988 0.1443 0.4946 -0.6342 0.154
H 3.819083 -0.673913 0.048505 -2.0490 0.3951 -0.6273 0.214
H 3.690278 0.130245 -1.491649 -0.6311 0.2040 0.1331 0.234
H 0.622211 1.385983 1.302408 -0.5832 -0.9525 0.8789 0.366
H 0.019716 -0.508590 4.155263 2.0087 0.2366 -1.4295 0.306
H 1.690482 -1.045867 3.513395 -0.2756 0.3592 -0.0380 0.304
H 1.216937 0.741909 3.536437 -0.3994 -1.5568 -0.7379 0.311
H -0.010507 -1.413739 1.884533 -1.6062 -3.9753 -1.0193 0.203
H 0.866035 0.760695 -2.722690 0.1720 0.6699 -0.3168 0.189
```
Positions in Å, forces in eV/Å.

---

Record 3
Computed, not measured: C15H17N6OS5SbTc as an isolated structure at a distorted geometry, with ωB97M-V/def2-TZVPD.

Calculated values
- molar mass (Da) = 677.44
- calculated total energy (Eh) = -3296.70129
- 2S+1 = 1
- charge = +3

XYZ file:
```
46
Properties=species:S:1:pos:R:3:forces:R:3:mulliken_charge:R:1
Tc 0.266265 -0.219362 -0.481998 1.0898 1.0775 0.8049 0.675
N 3.822125 -1.987067 1.580930 -0.0111 -0.0085 -0.0940 -0.357
C 2.642760 -1.504378 1.203231 0.2466 -0.0257 0.3916 0.794
S 2.363434 -1.310228 -0.517920 -0.1926 -0.1356 -0.2302 -0.260
N 1.739966 -1.243495 2.109085 -0.1215 0.1232 -0.6214 -1.466
N 0.590270 -0.758758 1.558155 -0.1543 -0.0844 0.2244 1.272
C -0.344813 -0.486480 2.397006 -0.2334 0.0814 -0.0018 -0.615
C -1.595799 -0.042698 1.815338 0.2031 -0.0909 -0.0581 0.581
C -2.725449 0.321322 2.521238 -0.0515 0.0518 0.0803 -0.904
C -3.844197 0.744977 1.818860 -0.0388 0.0310 0.0393 -0.307
C -3.800409 0.801400 0.431873 -0.0371 0.0062 -0.0016 -0.917
C -2.645904 0.406990 -0.213418 0.1081 -0.0796 0.1099 -0.149
N -1.566653 -0.020715 0.463807 -0.4670 -0.0145 -0.3042 0.276
H 4.539962 -2.222379 0.917138 0.0200 0.0013 0.0000 0.213
H 4.000014 -2.141858 2.562057 0.0179 0.0112 0.0233 0.259
H -0.178166 -0.602076 3.460947 -0.0397 -0.0152 0.0031 0.501
H -2.716678 0.291193 3.602804 -0.0173 -0.0251 -0.0177 0.523
H -4.740243 1.040160 2.349610 0.0145 -0.0013 -0.0065 0.476
H -4.646371 1.147633 -0.145501 0.0092 -0.0096 0.0118 0.479
H -2.561196 0.453606 -1.292702 -0.0017 -0.0593 -0.0239 0.622
C 0.329323 4.082936 0.642522 0.0194 -0.0104 -0.0327 -1.409
C 0.949860 2.892522 -0.013632 -0.2002 -0.1418 0.0100 0.451
O 0.473713 1.739788 0.196462 0.1048 0.0570 0.1116 -0.375
N 1.986146 3.068769 -0.809052 0.0844 0.0297 -0.0336 0.008
C 2.685523 1.958844 -1.445608 -0.0425 0.0343 -0.0404 -1.211
C 1.923701 1.405616 -2.629324 -0.1766 -0.0991 0.1117 1.224
C 2.247492 1.845290 -3.900270 0.0960 0.0620 -0.0029 -0.991
C 1.522354 1.423249 -5.000581 0.0050 0.0059 -0.0657 -0.375
C 0.465861 0.552102 -4.797016 0.0111 -0.0123 -0.0642 -1.015
C 0.213763 0.114614 -3.518030 0.2015 0.0245 0.1938 -0.067
N 0.919609 0.512583 -2.429886 -0.4612 0.0631 -0.4449 0.479
H -0.372308 3.758070 1.403898 0.0064 -0.0058 0.0077 0.337
H -0.203859 4.675245 -0.104168 0.0050 -0.0034 0.0049 0.356
H 1.091503 4.717502 1.094483 -0.0057 0.0095 -0.0089 0.424
H 2.333337 4.008595 -0.937228 0.0276 -0.0072 -0.0047 0.310
H 2.868879 1.191124 -0.700830 0.0345 -0.0187 0.0239 -0.036
H 3.648734 2.329500 -1.784567 0.0217 -0.0039 -0.0062 0.645
H 3.077633 2.529231 -4.022224 -0.0232 -0.0105 -0.0017 0.486
H 1.777998 1.765577 -5.994995 -0.0105 0.0147 0.0169 0.457
H -0.145825 0.199574 -5.615749 0.0143 -0.0022 0.0120 0.473
H -0.588125 -0.589815 -3.352944 -0.0364 -0.0143 0.0614 0.276
S -0.045962 -5.361182 -0.875206 -0.2887 -0.3864 -0.3070 -0.119
Sb -2.223937 -5.116659 -1.830261 0.1304 -1.1876 -0.1127 0.975
S 0.039647 -3.627173 0.177224 0.2771 -0.0291 0.9196 0.113
S -0.250617 -2.303677 -1.313830 0.6018 -0.4516 -0.6034 0.093
S -2.272962 -2.857341 -1.703400 -0.7390 1.2498 -0.0738 -0.201
```
Positions in Å, forces in eV/Å.

---

Record 4
Computed, not measured: a 6-piece molecular cluster, C25H48F2INO12P overall, with ωB97M-V/def2-TZVPD.

Calculated values
- molar mass (Da) = 750.53
- calculated total energy (Eh) = -2777.54908
- 2S+1 = 1
- charge = +1

XYZ file:
```
90
Properties=species:S:1:pos:R:3:forces:R:3:mulliken_charge:R:1
C -0.032551 5.028633 0.382949 0.1408 0.1895 0.0558 -1.142
C 1.153558 5.042968 -0.569983 -0.0899 -0.1764 -0.2089 -0.478
C 1.504477 3.627915 -1.089588 -0.3231 0.4112 0.0106 -0.809
I 1.500379 3.493589 -3.221108 0.1044 -0.3075 -0.1288 0.284
P 3.179893 3.174919 -0.767909 -0.0054 -0.0961 -0.5576 0.034
N 3.704837 3.375207 0.807592 0.0225 -0.3906 -0.3932 0.388
C 4.674159 4.375480 1.154691 -0.1797 0.5722 0.1525 0.362
O 5.818184 4.182230 1.289172 0.2073 -0.0834 0.0943 -0.344
F 4.096689 5.563166 1.280424 0.0786 -0.2306 -0.0766 -0.164
C 3.199972 2.559382 1.862554 -0.1685 -0.0556 0.3838 0.370
O 2.544842 2.954740 2.753235 0.2733 -0.2061 0.0132 -0.359
F 3.554354 1.284052 1.694953 -0.2175 0.5406 -0.2224 -0.164
H -0.012986 4.196912 1.084666 0.1042 -0.0814 0.1010 0.393
H -0.956763 4.989229 -0.186589 -0.1043 -0.0489 0.0151 0.233
H -0.035162 5.953111 0.951657 -0.2022 0.0631 0.0597 0.293
H 0.897447 5.656458 -1.427496 0.0146 0.0993 -0.0782 0.469
H 2.033067 5.509749 -0.126453 0.0500 0.0078 0.1925 0.460
H 0.826052 2.868400 -0.709059 -0.1052 -0.1112 -0.0602 0.612
H 3.414122 1.862413 -1.172591 0.0280 -0.0927 0.1314 0.245
H 3.994653 3.979338 -1.554604 0.2194 0.1535 0.2495 0.220
O -1.742268 4.652205 -2.955457 0.1806 0.0798 0.0871 -0.563
C -2.403406 3.735443 -2.542628 -0.2718 0.0200 -0.1549 0.801
O -1.813384 2.532910 -2.425507 0.2454 0.0020 0.2541 -0.209
C -2.455648 1.399886 -1.816375 -0.1519 -0.2094 0.0643 -0.505
C -3.302131 0.634633 -2.805537 0.0064 0.1100 -0.2610 -0.918
C -3.868277 3.893883 -2.219299 0.0548 -0.0048 0.3108 -1.217
H -3.010786 1.711132 -0.929626 -0.0045 0.0418 -0.0387 0.392
H -1.636142 0.769426 -1.473760 0.0744 0.0415 -0.0430 0.386
H -4.122726 1.243732 -3.188308 -0.0303 -0.0014 0.0792 0.282
H -3.727288 -0.251905 -2.333147 0.0239 0.0048 0.0267 0.421
H -2.673505 0.327160 -3.645984 -0.2058 0.0201 0.1947 0.218
H -4.436853 3.796739 -3.142837 -0.0125 -0.0079 -0.0283 0.324
H -4.019259 4.893643 -1.820388 0.0293 0.0647 -0.1345 0.337
H -4.246907 3.179514 -1.493489 -0.0212 -0.0676 -0.1020 0.372
O 1.214834 -5.011531 3.784817 -0.0037 0.2868 0.3241 -0.571
C 2.170065 -4.288894 3.714810 0.1021 -0.0317 -0.2900 0.774
O 2.061550 -3.033083 4.190165 -0.1009 0.0212 0.2124 -0.369
C 3.170444 -2.139256 4.285974 0.0995 0.1067 -0.0959 -0.661
C 3.416779 -1.418175 2.976006 -0.0265 -0.1948 -0.0200 -0.649
C 3.443248 -4.726975 3.028162 0.1803 -0.0081 0.3068 -1.048
H 4.059972 -2.656772 4.645932 -0.0009 -0.0403 -0.0436 0.373
H 2.887730 -1.426602 5.058392 -0.0644 -0.0237 0.0192 0.330
H 3.682575 -2.117178 2.182620 0.0618 0.0016 0.0156 0.258
H 4.226961 -0.699745 3.087616 0.0295 0.0122 0.0349 0.316
H 2.513526 -0.895350 2.665155 -0.0239 0.0374 0.0519 0.252
H 3.323142 -4.586237 1.954132 -0.0202 -0.0172 -0.0207 0.273
H 3.585961 -5.786502 3.221984 -0.1027 -0.0413 -0.0841 0.349
H 4.336880 -4.205158 3.360715 -0.0240 0.0645 -0.0800 0.375
O -1.006136 -0.480389 -4.617338 0.1773 0.0201 -0.0059 -0.596
C -0.833408 -1.468246 -5.284447 -0.0698 0.0171 -0.2158 0.738
O 0.390675 -2.011374 -5.312061 0.0937 -0.0178 0.1789 -0.367
C 0.672444 -3.273969 -5.933931 0.0616 -0.1596 -0.1730 -0.431
C 0.929889 -3.132952 -7.418769 -0.0692 0.1497 -0.0048 -0.949
C -1.937017 -2.052268 -6.133354 -0.0601 -0.2473 0.2190 -0.964
H -0.118610 -3.991459 -5.715768 -0.0320 0.0344 -0.0087 0.388
H 1.568799 -3.632333 -5.432632 0.0059 0.0556 0.0601 0.292
H 0.053954 -2.756729 -7.946887 -0.0338 -0.0597 -0.0051 0.275
H 1.199896 -4.097227 -7.847922 0.0134 -0.0153 0.0132 0.355
H 1.745121 -2.431610 -7.593675 0.0452 -0.0336 0.0092 0.300
H -1.976359 -1.503550 -7.073192 0.0073 0.0144 -0.0231 0.273
H -2.878934 -1.912827 -5.609028 0.0011 0.1403 -0.0262 0.288
H -1.826759 -3.111838 -6.345617 0.0598 0.0355 -0.0904 0.342
O 1.655461 -7.261569 0.040094 0.0720 0.0656 -0.0704 -0.593
C 1.174802 -7.947362 0.902978 -0.2262 0.0714 0.0162 0.689
O 1.211041 -9.285508 0.742737 0.1717 -0.0350 -0.0549 -0.378
C 0.824285 -10.197461 1.773219 -0.1254 -0.1261 0.1155 -0.371
C -0.669277 -10.446853 1.784738 -0.0397 0.1128 -0.0709 -0.923
C 0.491966 -7.343168 2.104913 0.3096 -0.2953 0.0402 -0.320
H 1.192792 -9.860081 2.742746 -0.0268 0.0383 -0.0050 0.357
H 1.352373 -11.119823 1.538420 0.0387 0.0209 -0.0573 0.309
H -1.226492 -9.535248 1.999440 0.0116 0.0036 0.0660 0.266
H -0.924040 -11.190749 2.539653 0.0129 -0.0154 0.0000 0.344
H -0.995206 -10.810614 0.810688 0.0172 -0.0511 0.0028 0.298
H -0.533259 -7.090454 1.836255 -0.0136 -0.0010 -0.0140 0.256
H 1.018635 -6.436494 2.378778 -0.1783 -0.0575 -0.1714 -0.192
H 0.481172 -7.983355 2.984046 -0.1288 -0.0363 -0.0483 0.274
O -1.943817 7.849190 1.226266 0.1011 0.0213 -0.0920 -0.534
C -2.472845 7.455633 2.228559 -0.1801 0.1154 0.0313 0.866
O -2.476667 6.126040 2.458501 0.1774 -0.2145 -0.0173 -0.367
C -2.903398 5.540798 3.694444 -0.1767 -0.0280 0.1420 -0.430
C -4.403116 5.339444 3.742966 -0.0267 0.0923 -0.1022 -1.026
C -3.178607 8.384696 3.185810 0.2435 -0.0303 0.2209 -1.150
H -2.537176 6.123584 4.540292 -0.0200 0.0433 -0.0163 0.387
H -2.398639 4.576892 3.732978 0.0507 0.0087 -0.0557 0.342
H -4.938227 6.286935 3.687445 0.0076 0.0160 0.0621 0.276
H -4.688493 4.838936 4.667849 0.0101 -0.0156 0.0075 0.376
H -4.727724 4.729328 2.900371 0.0116 -0.0486 0.0173 0.306
H -4.184826 8.566961 2.811322 -0.0251 -0.0005 -0.0123 0.295
H -2.637473 9.326575 3.202214 -0.0458 0.0417 -0.1363 0.321
H -3.241114 8.015666 4.206251 -0.0930 -0.0534 -0.0434 0.352
```
Positions in Å, forces in eV/Å.